(1)
Entry from the OMol25 dataset: a structure of composition C38H40MnN3O5S2 (the ωB97M-V functional and the def2-TZVPD basis).

Each line ends with the Mulliken spin population.
Positions of all 89 atoms, in Å:
Mn 0.335 -0.545 -0.032  4.92
O -0.466 -2.531 -0.239  0.02
S -0.947 -3.944 -0.489  0.02
C -0.009 -4.648 -1.881  0.00
C 1.503 -4.480 -1.805  0.00
C 1.916 -3.064 -2.197  -0.05
C 3.358 -2.724 -1.873  0.00
S 3.538 -0.933 -1.563  0.01
O 2.380 -0.547 -0.667  0.01
C 3.179 -0.365 -3.219  0.01
C 1.939 0.164 -3.531  -0.06
C 1.700 0.595 -4.829  0.00
C 2.699 0.501 -5.789  0.00
C 3.947 -0.016 -5.458  0.00
C 4.196 -0.444 -4.163  0.00
C -0.249 -4.914 0.829  0.00
C 0.581 -4.304 1.752  0.00
C 1.095 -5.070 2.791  0.00
C 0.771 -6.417 2.893  0.00
C -0.081 -7.009 1.966  0.00
C -0.608 -6.254 0.931  0.00
H -0.428 -4.173 -2.772  0.00
H -0.310 -5.699 -1.880  0.00
H 1.972 -5.207 -2.470  0.00
H 1.846 -4.712 -0.794  0.00
H 1.292 -2.391 -1.637  0.03
H 1.709 -2.887 -3.254  0.00
H 4.060 -2.971 -2.670  0.00
H 3.696 -3.196 -0.946  0.00
H 1.176 0.260 -2.776  0.06
H 0.734 1.012 -5.085  0.00
H 2.510 0.846 -6.799  0.00
H 4.730 -0.073 -6.204  0.00
H 5.172 -0.838 -3.888  0.00
H 0.794 -3.247 1.677  0.02
H 1.738 -4.607 3.530  0.00
H 1.172 -7.007 3.708  0.00
H -0.345 -8.055 2.061  0.00
H -1.293 -6.699 0.214  0.00
C 1.037 4.342 2.253  0.00
O -0.100 3.954 1.486  0.00
C -1.274 4.576 1.741  0.00
C -1.397 5.706 2.538  0.00
C -2.633 6.323 2.691  0.00
C -3.754 5.816 2.057  0.00
C -3.638 4.665 1.290  0.00
C -2.414 4.035 1.130  0.00
N -2.334 2.877 0.301  0.00
C -1.566 1.776 0.563  0.10
N -1.481 1.480 1.870  -0.01
C -0.540 0.701 2.603  -0.22
C 0.395 -0.139 2.021  0.30
C 1.270 -0.795 2.903  -0.17
C 1.201 -0.643 4.278  -0.01
C 0.246 0.205 4.832  0.01
C -0.614 0.884 3.993  0.01
O -1.532 1.804 4.429  0.00
C -2.094 1.595 5.724  0.00
N -1.035 1.046 -0.403  -0.01
C -1.065 1.617 -1.726  0.13
C -0.111 2.597 -2.037  -0.06
C -0.092 3.246 -3.256  0.00
C -1.046 2.915 -4.214  0.01
C -1.978 1.934 -3.940  0.00
C -2.002 1.275 -2.708  -0.11
O -3.018 0.381 -2.572  0.00
C -2.824 -0.799 -1.806  0.02
H 1.830 3.652 1.984  0.00
H 0.834 4.258 3.323  0.00
H 1.347 5.363 2.017  0.00
H -0.525 6.129 3.020  0.00
H -2.707 7.213 3.308  0.00
H -4.718 6.296 2.174  0.00
H -4.508 4.232 0.806  0.00
H -2.623 2.997 -0.655  0.00
H -2.024 2.084 2.471  0.00
H 2.056 -1.433 2.502  0.01
H 1.890 -1.170 4.930  0.00
H 0.195 0.340 5.904  0.00
H -1.344 1.678 6.511  0.00
H -2.574 0.616 5.783  0.00
H -2.836 2.375 5.867  0.00
H 0.602 2.854 -1.260  -0.01
H 0.651 4.010 -3.454  0.00
H -1.062 3.419 -5.173  0.00
H -2.734 1.659 -4.667  0.00
H -3.661 -1.453 -2.041  0.00
H -2.804 -0.610 -0.739  0.01
H -1.893 -1.290 -2.099  0.00

Its expectation value of S² is 8.7573. As for the multiplicity: 6. The calculation puts the orbital gap (spin up / spin down) at 0.292 / 0.297 Eh. As for the HOMO energy (spin up / spin down): -0.3568 / -0.3617 hartree. The calculation puts the lowest unoccupied orbital energy (spin up / spin down) at -1.8 / -1.8 eV. Its net charge is +1. For the largest force on an atom, the calculation gives 0.42 eV Å⁻¹.


(2)
Entry from the OMol25 dataset: a structure of composition C38H40MnN6 in a non-equilibrium geometry (the ωB97M-V functional and the def2-TZVPD basis).

Each line ends with the Mulliken spin population.
Positions of all 85 atoms, in Å:
Mn 0.019 0.807 -0.644  3.29
N 0.095 3.122 2.925  0.01
N 2.465 1.770 -1.969  0.03
C -1.548 -0.442 -1.618  -0.07
C -1.910 0.959 -1.497  -0.09
C -2.002 1.249 -0.099  0.11
C -2.492 2.512 0.597  0.29
H -2.567 3.352 -0.093  -0.03
H -1.724 2.851 1.428  0.06
H -3.432 2.304 1.102  -0.02
C -1.571 0.102 0.638  -0.38
C -1.458 0.111 2.125  0.09
H -1.949 0.998 2.595  0.00
H -0.396 0.145 2.457  -0.07
H -1.934 -0.820 2.491  0.01
C -1.264 -0.953 -0.291  0.23
C -0.947 -2.350 0.105  -0.01
H 0.122 -2.514 0.325  0.01
H -1.285 -3.070 -0.659  0.00
H -1.472 -2.595 1.042  0.00
C -2.298 1.874 -2.597  0.02
H -3.380 1.803 -2.783  0.00
H -1.775 1.641 -3.535  0.00
H -2.072 2.920 -2.350  0.00
C -1.878 -1.252 -2.812  0.02
H -1.470 -2.271 -2.776  0.00
H -1.501 -0.791 -3.733  -0.01
H -2.973 -1.347 -2.943  0.00
C 0.859 3.557 3.895  0.01
H 0.277 3.857 4.750  0.00
C 2.245 3.610 3.786  -0.01
H 2.799 4.094 4.568  0.00
C 2.868 2.980 2.703  0.03
H 3.951 2.942 2.675  0.00
C 2.067 2.391 1.703  0.02
H 2.507 1.855 0.847  0.06
C 0.641 2.561 1.860  -0.47
C -0.440 2.488 0.909  0.98
H -0.160 3.145 0.090  -0.03
C 1.491 0.828 -2.080  -0.14
C 2.352 2.619 -3.037  -0.02
H 2.398 3.717 -3.027  0.00
C 2.067 1.756 -4.055  0.02
H 2.402 1.819 -5.084  0.00
N 1.497 0.592 -3.472  -0.01
C 1.120 -0.581 -4.158  -0.01
C 0.652 -0.394 -5.479  0.00
C 0.423 -1.506 -6.294  0.00
H 0.089 -1.315 -7.328  0.00
C 0.562 -2.811 -5.795  0.00
C 0.203 -3.983 -6.666  0.00
H -0.017 -4.859 -6.038  0.00
H 1.021 -4.252 -7.356  0.00
H -0.684 -3.757 -7.281  0.00
C 1.020 -2.999 -4.478  0.00
H 1.140 -4.021 -4.085  0.00
C 1.324 -1.902 -3.649  0.02
C 1.851 -2.142 -2.266  -0.05
H 2.799 -1.627 -2.079  0.00
H 2.029 -3.214 -2.113  0.00
H 1.136 -1.820 -1.491  0.08
C 0.341 0.959 -6.043  0.00
H 1.211 1.600 -6.193  0.00
H -0.404 1.523 -5.472  0.00
H -0.042 0.820 -7.055  0.00
N -3.520 0.363 9.118  0.00
C -2.781 0.047 8.273  0.00
C -1.832 -0.359 7.271  0.00
C -1.756 -1.708 6.868  0.00
C -0.741 -2.117 5.991  0.00
C 0.147 -1.154 5.470  0.00
C 0.073 0.190 5.875  0.00
C -0.929 0.586 6.763  0.00
N 0.984 -1.450 4.375  0.00
C 1.708 -0.503 3.636  0.00
C 1.885 -1.024 2.370  0.06
N 1.344 -2.301 2.331  0.00
C 0.882 -2.565 3.550  0.00
H -2.477 -2.441 7.243  0.00
H -0.666 -3.171 5.712  0.00
H 0.744 0.959 5.481  0.00
H -0.968 1.641 7.042  0.00
H 2.059 0.421 4.059  0.00
H 2.349 -0.562 1.507  -0.03
H 0.496 -3.502 3.924  0.00

Its expectation value of S² is 6.1616. As for the multiplicity: 5. The calculation puts the orbital gap (spin up / spin down) at 0.182 / 0.169 Eh. As for the HOMO energy (spin up / spin down): -0.1145 / -0.1014 hartree. The calculation puts the lowest unoccupied orbital energy (spin up / spin down) at 1.8 / 1.8 eV. Its net charge is -1. For the largest force on an atom, the calculation gives 7.27 eV Å⁻¹.


(3)
Entry from the OMol25 dataset: a structure of composition C38H40N5O9PtSTe (the ωB97M-V functional and the def2-TZVPD basis).

Each line ends with the Mulliken spin population.
Positions of all 95 atoms, in Å:
Pt -0.387 -0.322 -0.078  0.89
O -2.269 0.561 2.234  0.00
C -1.677 0.382 3.267  0.00
C 0.689 0.525 2.667  -0.03
C 1.086 0.264 5.418  0.01
C 2.361 -0.575 5.664  0.05
C 3.369 -0.671 4.579  0.07
C 3.279 -0.208 3.331  0.03
C 2.212 0.603 2.747  0.01
O 2.209 0.786 1.305  0.10
N 2.963 -0.317 6.917  0.23
O 4.230 -0.117 6.959  0.25
O 2.183 -0.124 7.900  0.24
H -2.062 0.800 4.214  0.00
H 0.683 0.420 6.422  -0.01
H 4.254 -1.220 4.868  0.00
H 4.101 -0.394 2.647  -0.01
C 4.323 6.727 5.186  0.00
C 3.705 5.382 4.832  0.00
S 4.057 4.203 6.131  0.00
O 3.280 4.591 7.282  0.00
O 5.489 4.092 6.222  0.00
C 3.411 2.666 5.513  0.02
C 1.880 2.607 5.623  0.02
N 1.244 1.574 4.800  0.02
C 1.381 1.695 3.392  0.15
N 0.831 0.616 1.264  0.67
C -0.352 -0.356 3.307  -0.03
C 0.249 -0.688 4.622  -0.04
N 0.677 -1.913 4.798  0.06
O 0.357 -2.949 4.198  0.04
O 1.675 -1.992 5.731  0.06
C 1.302 3.089 2.829  0.00
H 4.112 7.450 4.398  0.00
H 5.402 6.634 5.297  0.00
H 3.909 7.103 6.120  0.00
H 4.121 4.975 3.908  0.00
H 2.620 5.451 4.746  0.00
H 3.909 1.886 6.103  -0.02
H 3.759 2.579 4.481  0.01
H 1.445 3.572 5.358  0.00
H 1.608 2.414 6.659  -0.02
H -0.446 -1.271 2.716  0.01
H 0.414 3.591 3.216  0.00
H 1.241 3.059 1.744  0.00
H 2.180 3.674 3.102  0.00
C 2.684 -7.394 4.922  0.00
C 2.557 -6.321 3.880  0.00
C 1.321 -5.989 3.344  0.00
C 1.155 -4.980 2.403  0.00
C -0.238 -4.686 1.927  0.01
C 2.304 -4.297 1.983  0.01
Te 2.324 -2.601 0.719  0.03
N 0.557 -2.279 -0.085  0.09
C 0.016 -3.153 -0.969  -0.01
O 0.446 -4.249 -1.285  0.02
C -1.325 -2.622 -1.416  0.04
C -1.459 -1.306 -1.894  -0.05
C -2.736 -0.768 -2.094  0.04
C -3.859 -1.530 -1.825  0.00
C -3.714 -2.845 -1.397  0.02
C -2.455 -3.391 -1.191  -0.01
C 3.399 -3.396 -0.907  0.00
C 3.541 -4.767 -1.055  0.00
C 4.284 -5.260 -2.115  0.00
C 4.865 -4.376 -3.014  0.00
C 4.700 -3.008 -2.861  0.00
C 3.961 -2.486 -1.802  0.00
C 3.784 -0.997 -1.654  0.01
C 3.562 -4.575 2.532  -0.01
C 4.819 -3.790 2.238  0.00
C 3.665 -5.601 3.462  0.00
H 1.864 -8.107 4.857  0.00
H 2.662 -6.953 5.921  0.00
H 3.624 -7.935 4.820  0.00
H 0.441 -6.526 3.679  0.00
H -0.950 -5.270 2.507  0.00
H -0.350 -4.953 0.878  0.00
H -0.491 -3.634 2.062  0.00
H -0.590 -0.778 -2.301  0.01
H -2.834 0.240 -2.475  0.01
H -4.846 -1.110 -1.963  0.00
H -4.593 -3.446 -1.205  0.00
H -2.341 -4.406 -0.831  0.00
H 3.064 -5.444 -0.358  0.00
H 4.398 -6.328 -2.244  0.00
H 5.444 -4.755 -3.846  0.00
H 5.149 -2.328 -3.574  0.00
H 4.193 -0.475 -2.518  0.00
H 4.293 -0.615 -0.765  0.00
H 2.730 -0.719 -1.571  0.00
H 4.801 -3.219 1.308  0.00
H 5.671 -4.465 2.158  0.00
H 5.022 -3.094 3.055  0.00
H 4.640 -5.826 3.882  0.00

Its expectation value of S² is 3.7704. As for the multiplicity: 4. The calculation puts the orbital gap (spin up / spin down) at 0.177 / 0.221 Eh. As for the HOMO energy (spin up / spin down): -0.2011 / -0.2987 hartree. The calculation puts the lowest unoccupied orbital energy (spin up / spin down) at -0.6 / -2.1 eV. Its net charge is 0. For the largest force on an atom, the calculation gives 0.63 eV Å⁻¹.


(4)
Entry from the OMol25 dataset: a cluster of 2 separate species, C38H41BO4S in total in a non-equilibrium geometry (the ωB97M-V functional and the def2-TZVPD basis).

Each line ends with the Mulliken charge.
Positions of all 85 atoms, in Å:
C -5.192 1.379 -4.142  -0.85
O -3.822 1.816 -4.269  -0.48
C -2.906 1.464 -3.323  0.53
C -1.533 1.477 -3.682  -0.75
C -0.585 0.931 -2.831  -0.29
C -0.959 0.380 -1.587  0.19
C -0.141 -0.734 -0.983  -0.37
B 1.420 -1.048 -0.932  1.01
O 1.901 -0.802 0.342  -0.37
C 3.261 -1.236 0.347  1.42
C 4.003 -0.275 1.252  -1.64
C 3.291 -2.620 1.006  -2.01
C 3.632 -1.225 -1.205  1.79
C 4.237 0.128 -1.598  -1.76
C 4.568 -2.331 -1.647  -1.87
O 2.349 -1.401 -1.874  -0.69
C -0.659 -1.396 0.298  0.36
C -0.694 -2.800 0.312  -0.83
C -1.242 -3.507 1.378  -0.56
C -1.582 -2.820 2.550  0.59
O -1.892 -3.500 3.733  -0.54
C -2.635 -4.682 3.635  0.57
C -2.428 -5.676 4.601  -0.65
C -3.144 -6.872 4.512  -0.38
C -4.086 -7.064 3.493  -0.53
C -4.327 -6.041 2.573  -0.55
C -3.602 -4.850 2.638  -0.20
C -1.490 -1.419 2.585  -1.20
C -1.033 -0.720 1.465  0.06
C -2.286 0.586 -1.164  -0.12
C -3.265 1.078 -2.015  -0.68
H -5.609 1.516 -5.139  0.29
H -5.271 0.322 -3.850  0.34
H -5.741 2.007 -3.431  0.28
H -1.276 1.877 -4.661  0.44
H 0.457 0.874 -3.139  0.39
H -0.281 -1.536 -1.757  0.02
H 5.067 -0.533 1.278  0.36
H 3.880 0.764 0.926  0.20
H 3.609 -0.371 2.270  0.46
H 4.328 -2.921 1.210  0.42
H 2.760 -2.567 1.970  0.44
H 2.799 -3.381 0.381  0.34
H 5.215 0.254 -1.108  0.36
H 4.405 0.158 -2.683  0.51
H 3.587 0.973 -1.325  0.07
H 5.490 -2.289 -1.060  0.36
H 4.109 -3.319 -1.532  0.33
H 4.839 -2.183 -2.700  0.46
H -0.307 -3.366 -0.535  0.50
H -1.388 -4.583 1.297  0.46
H -1.703 -5.508 5.396  0.39
H -2.977 -7.661 5.250  0.36
H -4.635 -8.005 3.416  0.36
H -5.076 -6.146 1.792  0.36
H -3.766 -4.055 1.910  0.41
H -1.784 -0.888 3.486  0.44
H -0.915 0.368 1.508  0.65
H -2.589 0.276 -0.167  0.32
H -4.307 1.132 -1.691  0.47
C -3.929 4.132 -0.230  -1.74
C -2.442 3.943 -0.278  0.90
C -1.789 3.424 0.843  -0.59
C -0.412 3.295 0.872  -0.46
C 0.360 3.743 -0.236  1.50
C 1.781 3.868 -0.094  0.36
C 2.495 3.777 1.097  -0.79
C 3.870 4.089 0.953  -0.66
C 4.233 4.462 -0.329  0.65
C 5.598 4.858 -0.751  -1.18
S 2.863 4.395 -1.386  -0.26
C -0.310 4.187 -1.392  -0.74
C -1.690 4.275 -1.407  -0.79
H -4.338 4.282 -1.234  0.36
H -4.422 3.260 0.218  0.34
H -4.187 5.005 0.388  0.40
H -2.378 3.128 1.712  0.35
H 0.084 2.914 1.763  0.03
H 2.039 3.507 2.043  0.43
H 4.580 4.075 1.771  0.37
H 6.196 5.085 0.138  0.35
H 6.069 4.018 -1.268  0.24
H 5.598 5.737 -1.404  0.33
H 0.263 4.489 -2.269  0.29
H -2.208 4.626 -2.298  0.30

The structure (SMILES) is COc1ccc([C@@H](B2OC(C)(C)C(C)(C)O2)c2ccc(Oc3ccccc3)cc2)cc1.Cc1ccc(-c2ccc(C)s2)cc1. The calculation puts the orbital gap at 0.293 Eh. As for the HOMO energy: -0.2725 hartree. The calculation puts the lowest unoccupied orbital energy at 0.6 eV. Its net charge is 0. For the largest force on an atom, the calculation gives 3.01 eV Å⁻¹.


Which of these has the lowest net charge?
C38H40MnN6